# 1
The following is a DFT calculation (ωB97M-V/def2-TZVPD) of C9H10F9NaO15S3 as an isolated structure at a distorted geometry.

The geometry in XYZ format:
```
47
C9H10F9NaO15S3 | the Open Molecules 2025 dataset | ωB97M-V/def2-TZVPD
Na 0.165 -0.030 0.334
C -1.132 -1.143 -3.112
F -2.278 -1.297 -2.416
F -1.228 -1.781 -4.259
F -1.044 0.201 -3.298
S 0.362 -1.832 -2.082
O 1.549 -1.273 -2.754
O 0.204 -1.225 -0.726
O 0.279 -3.291 -2.106
C 1.174 3.133 -1.548
F -0.009 2.985 -2.053
F 1.783 3.842 -2.415
F 1.176 3.808 -0.379
S 2.161 1.497 -1.389
O 2.269 1.022 -2.753
O 3.481 1.810 -0.839
O 1.350 0.600 -0.521
C -1.090 -2.160 3.053
F 0.171 -1.780 3.375
F -1.416 -3.324 3.542
F -2.016 -1.254 3.493
S -1.302 -2.191 1.204
O -0.256 -3.132 0.673
O -2.665 -2.628 0.896
O -1.063 -0.759 0.890
C -3.584 2.999 -0.934
C -4.155 1.814 -0.177
O -3.031 0.995 0.159
C -1.909 1.508 -0.375
O -0.798 0.993 -0.475
O -2.219 2.688 -0.997
H -3.901 3.830 -0.304
H -3.980 3.228 -1.923
H -4.733 1.250 -0.909
H -4.935 1.987 0.565
C 1.841 -3.017 2.371
O 2.953 -2.173 2.099
C 2.690 -0.954 1.657
O 1.533 -0.612 1.182
O 3.796 -0.239 1.672
C 3.752 1.143 1.215
H 2.290 -3.991 2.569
H 1.220 -3.154 1.486
H 1.290 -2.517 3.168
H 4.169 1.155 0.208
H 4.373 1.807 1.816
H 2.714 1.461 1.115
```

Values from the calculation:
- lowest unoccupied orbital energy (eV) = 3.7
- frontier orbital gap (eV) = 5.78
- energy (eV) = -101573.15731
- charge = -2

Atom charges from the Mulliken analysis, given in e for atoms 1 to 4: atom 1 (Na): 1.742, atom 2 (C): 0.533, atom 3 (F): -0.248, atom 4 (F): -0.247

# 2
The following is a DFT calculation (ωB97M-V/def2-TZVPD) of C24H24N4NiO3PS3 as an isolated structure.

The geometry in XYZ format:
```
60
C24H24N4NiO3PS3 | the Open Molecules 2025 dataset | ωB97M-V/def2-TZVPD
Ni 0.380 -0.325 -0.419
N 0.422 2.154 -0.370
N 1.649 2.680 -0.777
C 2.715 1.882 -0.988
N 3.863 2.513 -1.264
S 2.670 0.201 -0.977
H -0.330 2.589 -0.895
H 0.295 2.303 0.627
H 1.789 3.677 -0.696
H 3.923 3.512 -1.374
H 4.677 1.959 -1.463
O -0.317 -2.312 0.058
S -0.178 -2.837 -1.355
O 0.254 -4.194 -1.442
O 0.628 -1.826 -2.056
C -1.847 -2.750 -1.966
C -2.431 -3.923 -2.412
C -3.765 -3.922 -2.795
C -4.513 -2.759 -2.701
C -3.921 -1.587 -2.254
C -2.575 -1.559 -1.904
P -1.775 0.005 -1.425
C -1.654 0.947 -2.973
C -2.760 1.293 -3.753
C -2.589 1.972 -4.947
C -1.313 2.301 -5.387
C -0.207 1.938 -4.636
C -0.377 1.260 -3.436
C -2.951 0.839 -0.324
C -3.107 0.253 0.936
C -3.965 0.821 1.862
C -4.661 1.981 1.547
C -4.492 2.577 0.307
C -3.639 2.009 -0.631
H -1.843 -4.829 -2.440
H -4.220 -4.838 -3.147
H -5.560 -2.761 -2.970
H -4.521 -0.691 -2.156
H -3.760 1.021 -3.439
H -3.453 2.236 -5.542
H -1.184 2.826 -6.324
H 0.790 2.161 -4.990
H 0.495 0.939 -2.876
H -2.550 -0.644 1.186
H -4.084 0.361 2.833
H -5.330 2.424 2.272
H -5.027 3.486 0.065
H -3.500 2.491 -1.588
S 0.479 0.158 1.948
C 1.564 -1.027 2.555
N 1.554 -2.286 2.065
C 2.369 -3.272 2.493
C 3.264 -3.040 3.494
C 3.307 -1.753 4.050
C 2.476 -0.762 3.590
H 0.875 -2.488 1.314
H 2.251 -4.224 1.995
H 3.914 -3.829 3.838
H 4.007 -1.535 4.846
H 2.508 0.235 4.003
```

Values from the calculation:
- ⟨S²⟩ = 2.01
- relative energy (zero: lowest compared OMol25 entry of this formula, charge and spin) (kJ/mol) = 0.0
- lowest unoccupied orbital energy (alpha / beta) (eV) = -2.4 / -2.8
- frontier orbital gap (alpha / beta) (eV) = 8.43 / 8.11
- multiplicity = 3
- energy (eV) = -120214.83704
- charge = +1

Atom charges from the natural (NBO) analysis, given in e for atoms 1 to 4: atom 1 (Ni): 1.245, atom 2 (N): -0.658, atom 3 (N): -0.438, atom 4 (C): 0.312